[1]
70
Properties=species:S:1:pos:R:3:forces:R:3:lowdin_charge:R:1 method="wB97M-V/def2-TZVPD" homo_lumo_gap_ev="8.61 / 5.79" multiplicity=4 homo_energy_ev="-11.273 / -11.387" total_charge=+1
C -0.55224 -2.26886 2.00602 -0.6 -1.4 0.0 -0.188
C -0.38874 -2.37188 0.58004 0.0 -2.5 0.3 -0.233
C 0.92554 -2.93143 0.32849 -1.0 -2.0 -0.2 -0.238
H -1.15024 -2.23618 -0.17831 0.1 0.4 0.2 0.102
C 1.58875 -3.13137 1.61462 -0.1 -0.3 -1.0 -0.188
C 0.67727 -2.69528 2.66715 -1.0 -0.6 -0.4 -0.198
H 0.89005 -2.64468 3.72983 -0.1 -0.1 -0.3 0.131
H -1.47565 -1.97825 2.47378 0.1 0.4 0.2 0.117
H 1.25933 -3.23336 -0.66264 0.2 0.2 0.4 0.107
H 2.62546 -3.43097 1.73986 -0.3 -0.1 0.0 0.130
Re 1.08286 -1.13574 1.37688 3.1 6.9 1.6 1.274
Cl 2.34522 0.51102 0.16031 -0.5 -0.5 0.3 0.107
P 0.45150 -0.48968 -2.34133 0.0 0.7 0.3 1.177
C 1.72119 -1.57512 -2.96455 0.2 -0.4 0.1 -0.377
C 1.39528 -2.34829 -4.09562 0.4 0.3 0.4 -0.093
H 0.38942 -2.27860 -4.50482 0.3 -0.1 -0.1 0.105
C 2.37945 -3.13611 -4.67455 0.3 -0.1 0.0 -0.055
H 2.12508 -3.69998 -5.57944 0.3 0.2 0.4 0.120
C 3.66772 -3.16886 -4.11310 -0.2 0.1 0.0 -0.041
H 4.43487 -3.77218 -4.58996 -0.1 0.1 0.1 0.113
C 3.98602 -2.43193 -2.95651 0.0 -0.1 -0.2 -0.051
H 4.99909 -2.44828 -2.51806 -0.7 -0.1 -0.4 0.125
C 3.01152 -1.64081 -2.36614 -0.6 0.1 -0.6 -0.098
H 3.23093 -1.05145 -1.48178 0.0 -0.1 -0.2 0.019
C -1.19400 -0.99452 -2.83734 0.1 -0.2 0.9 -0.345
C -1.55736 -2.37220 -2.75221 0.0 0.8 -0.5 -0.112
H -0.83804 -3.10798 -2.37996 -0.2 0.2 -0.3 0.110
C -2.81699 -2.74106 -3.20175 0.1 0.2 0.0 -0.054
H -3.08502 -3.80503 -3.22473 -0.1 0.6 0.0 0.122
C -3.70146 -1.74139 -3.64846 0.0 0.2 -0.1 -0.041
H -4.66868 -2.03786 -4.04046 0.1 0.0 0.1 0.113
C -3.38657 -0.37142 -3.59905 0.1 -0.2 0.1 -0.047
H -4.08029 0.40209 -3.95324 0.2 -0.6 0.3 0.123
C -2.13902 0.01801 -3.12346 0.4 -0.6 -0.4 -0.055
H -1.83533 1.06490 -3.03413 -0.2 -0.4 -0.2 0.110
C 0.77198 1.23860 -2.78616 0.2 -0.3 0.4 -0.377
C 1.39393 1.39900 -4.04704 -0.7 -0.2 1.0 -0.073
H 1.66245 0.49118 -4.60175 0.0 0.7 0.0 0.110
C 1.57433 2.68872 -4.50848 -0.1 0.1 0.2 -0.057
H 1.98865 2.80719 -5.50726 0.0 0.4 0.3 0.116
C 1.19706 3.76781 -3.68980 0.0 -0.3 -0.2 -0.048
H 1.32921 4.76376 -4.07324 0.1 0.3 0.0 0.107
C 0.65635 3.60030 -2.41006 -0.2 -0.2 0.3 -0.056
H 0.36835 4.45326 -1.77247 0.3 -0.4 -0.6 0.124
C 0.44040 2.31405 -1.91612 0.3 -0.7 -1.2 -0.107
H 0.04374 2.11968 -0.91733 0.1 0.1 -0.3 0.090
C -2.77481 0.41430 4.45498 0.0 0.0 0.0 -0.073
C -1.46062 0.92574 5.03461 0.3 -0.4 0.5 -0.155
C -0.65287 1.93708 4.19444 -0.1 1.0 -1.1 -0.289
C -1.27957 3.36005 4.01191 0.8 0.0 0.5 -0.164
C -2.67401 3.40701 3.43640 0.0 0.0 -0.2 -0.096
C 0.67052 2.14990 4.92272 0.5 1.5 2.7 -0.340
O 0.75277 2.90026 5.91154 -0.1 -1.8 -2.4 0.090
N 1.80858 1.44341 4.51841 0.3 -0.2 0.1 0.216
C 1.80578 0.43575 3.58850 -1.6 0.6 -0.5 -0.556
O 2.74960 -0.32394 3.34452 -0.9 0.2 -0.1 0.012
N 0.63018 0.34893 2.86012 0.8 -0.7 -1.0 -0.028
C -0.38742 1.29338 2.82203 -0.3 -0.4 -0.9 -0.400
O -1.04104 1.44913 1.77674 1.1 -0.3 1.9 0.037
H -3.52465 1.21083 4.39811 0.2 -0.4 -0.1 0.063
H -3.14902 -0.37519 5.12270 0.0 0.2 -0.3 0.086
H -2.61937 -0.01213 3.45222 -0.2 0.1 0.2 0.068
H -1.62194 1.35208 6.03789 0.1 0.0 -0.4 0.138
H -0.79839 0.05285 5.17442 -0.2 0.2 0.1 0.121
H -1.27402 3.86945 4.99145 0.2 -0.3 -0.4 0.123
H -0.57261 3.92359 3.36950 -0.4 -0.2 0.2 0.133
H -3.39772 3.18117 4.21923 -0.1 0.0 -0.2 0.070
H -2.85469 4.42341 3.08207 -0.2 -0.1 0.0 0.082
H -2.74252 2.70118 2.60435 -0.4 0.3 0.1 0.067
H 2.66445 1.56297 5.04549 -0.2 0.2 0.2 0.174

***

[2]
70
Properties=species:S:1:pos:R:3:forces:R:3:lowdin_charge:R:1 method="wB97M-V/def2-TZVPD" homo_lumo_gap_ev="6.35 / 6.24" multiplicity=2 homo_energy_ev="-10.429 / -10.455" total_charge=+1 de_lowest_kj_mol=61.3
Ti 0.50603 0.07148 0.87290 -0.2 -0.5 -1.8 1.149
O -2.75994 2.24425 2.80868 0.9 0.4 2.5 0.040
C -2.20325 2.36008 4.12314 0.9 -1.9 -3.9 -0.198
C -2.89007 3.11324 5.01285 -0.4 0.8 0.7 -0.026
C -2.38409 3.19171 6.29566 0.2 -1.6 1.6 -0.021
C -1.24114 2.39354 6.73039 -1.0 1.5 0.1 -0.053
C -0.50383 1.77314 5.76506 -0.9 -1.1 -0.3 -0.047
C -0.98259 1.67941 4.43925 0.0 1.2 -0.3 -0.069
C -0.09835 1.11598 3.40886 -0.4 -0.2 0.6 -0.333
O -0.58935 0.93446 2.18832 0.2 0.2 0.0 -0.183
N 1.14205 0.76804 3.67532 -0.9 1.0 1.4 0.095
N 1.71959 0.28173 2.58369 1.1 -0.9 -0.4 -0.114
C 2.97072 -0.02903 2.60137 -0.1 0.5 0.0 -0.005
C 3.46199 -0.61192 1.34548 -1.1 -0.7 -0.7 -0.209
C 4.79349 -0.85404 1.09834 1.1 0.8 0.9 0.010
C 5.20859 -1.36171 -0.14817 0.0 -0.4 0.2 0.000
C 4.21246 -1.53698 -1.05975 -0.2 -0.5 -1.0 -0.044
C 2.89776 -1.31396 -0.76122 -2.1 0.4 -1.3 -0.110
N 2.46173 -0.91544 0.40300 1.1 1.5 2.2 0.036
H -2.10116 1.73187 2.31778 -0.2 0.0 -0.3 0.042
H -3.80224 3.60031 4.63136 0.5 -0.2 0.6 0.143
H -3.02381 3.64978 7.05186 0.5 0.2 -0.1 0.111
H -0.92153 2.26430 7.79448 -0.6 0.6 -1.1 0.122
H 0.28233 1.10177 6.04926 0.6 0.2 0.0 0.108
H 3.60425 0.23512 3.47770 -0.4 -0.5 -0.7 0.158
H 5.45947 -0.49285 1.92061 -0.2 -0.8 -1.0 0.141
H 6.19108 -1.70262 -0.49949 -0.1 0.7 0.9 0.136
H 4.33858 -1.87550 -2.06799 0.7 -0.2 -0.3 0.112
H 2.11471 -1.37195 -1.55775 0.8 -0.3 0.8 0.108
C -3.27845 -2.29245 0.78677 -1.0 0.1 1.8 -0.081
C -1.99381 -1.64484 0.38583 -0.3 1.4 0.2 -0.389
C -0.90335 -2.03502 1.38413 1.2 1.1 0.7 -0.066
C -1.57726 -1.99654 -1.00852 0.3 0.0 -1.1 -0.151
C -2.11483 -3.11582 -1.62422 0.5 0.6 -0.3 -0.020
C -1.73635 -3.43974 -2.92668 0.4 1.2 0.3 -0.050
C -0.81939 -2.64419 -3.64363 -0.6 -0.9 -0.1 -0.012
C -0.31389 -1.45653 -3.06965 1.0 -0.9 -0.3 -0.131
C 0.82110 -0.65627 -3.77651 -1.2 -0.5 0.1 -0.336
C 1.90579 -1.62524 -4.24863 2.0 2.1 3.3 -0.067
C 0.22022 0.12080 -5.00277 0.9 -0.8 -0.2 -0.039
C -0.68027 -1.17951 -1.74129 -0.4 0.3 0.3 -0.187
N -0.16268 -0.04775 -1.04740 0.1 0.9 0.4 -0.071
C -0.33201 1.24349 -1.58255 -1.4 0.5 -1.1 -0.214
C -1.23225 1.68463 -2.62537 0.6 0.3 2.0 0.001
C -1.28871 3.04457 -2.95658 -0.2 -0.5 -0.2 -0.078
C -0.47270 4.02260 -2.41984 1.0 0.2 0.8 -0.064
C 0.34124 3.64097 -1.33425 -0.2 0.4 -0.9 -0.001
C 0.30841 2.32583 -1.00009 1.3 -1.3 0.5 -0.148
F 1.26921 1.85849 0.00772 -0.6 0.4 0.1 -0.074
H -3.72996 -1.80390 1.68934 0.6 -0.3 -0.6 0.110
H -3.10480 -3.32763 1.08846 -0.4 -0.1 -0.4 0.090
H -4.02169 -2.17755 0.01784 -0.3 -0.3 -0.3 0.090
H -2.25058 -0.53765 0.40612 0.8 -0.9 0.0 0.156
H -1.04013 -3.00288 1.84695 0.0 -0.6 -0.4 0.106
H -0.83950 -1.41554 2.31868 -0.1 -0.1 -0.8 0.095
H 0.10965 -2.09039 0.88565 -0.5 -0.2 0.4 0.081
H -2.84059 -3.65455 -1.04081 -0.1 -0.5 -0.4 0.102
H -2.19876 -4.27110 -3.39145 -0.2 -0.8 -0.5 0.094
H -0.54282 -3.08015 -4.65439 -0.1 1.2 1.3 0.138
H 1.26033 -0.02453 -2.98016 -0.3 0.2 -0.8 0.114
H 1.53844 -2.21663 -4.96184 -1.3 -2.6 -2.8 0.022
H 2.34573 -2.24797 -3.42462 -0.7 0.4 -0.6 0.084
H 2.75351 -1.07517 -4.65372 0.0 0.2 -0.2 0.092
H -0.12388 -0.58059 -5.82593 1.0 0.6 0.8 0.108
H 0.92158 0.90246 -5.34486 -0.2 -0.6 -0.2 0.091
H -0.67364 0.62549 -4.74914 -0.8 0.6 0.5 0.026
H -1.98855 1.00283 -2.96813 0.0 -0.2 -0.4 0.119
H -2.04050 3.39133 -3.63698 -0.2 -0.2 -0.6 0.108
H -0.37938 5.03198 -2.86128 -0.4 -0.7 0.6 0.124
H 1.02205 4.30049 -0.81717 0.0 0.1 0.0 0.128